{"formula": "C44H111F4HgN9O24S4", "method": "wB97M-V/def2-TZVPD", "species": ["Hg", "N", "S", "O", "O", "F", "S", "O", "O", "F", "N", "S", "O", "O", "F", "S", "O", "O", "F", "C", "C", "O", "O", "H", "H", "H", "H", "H", "H", "C", "O", "C", "C", "N", "C", "C", "O", "C", "H", "H", "H", "H", "H", "H", "H", "H", "H", "H", "H", "H", "H", "H", "H", "C", "O", "C", "C", "N", "C", "C", "O", "C", "H", "H", "H", "H", "H", "H", "H", "H", "H", "H", "H", "H", "H", "H", "H", "C", "O", "C", "C", "N", "C", "C", "O", "C", "H", "H", "H", "H", "H", "H", "H", "H", "H", "H", "H", "H", "H", "H", "H", "C", "O", "C", "C", "N", "C", "C", "O", "C", "H", "H", "H", "H", "H", "H", "H", "H", "H", "H", "H", "H", "H", "H", "H", "C", "O", "C", "C", "N", "C", "C", "O", "C", "H", "H", "H", "H", "H", "H", "H", "H", "H", "H", "H", "H", "H", "H", "H", "C", "O", "C", "C", "N", "C", "C", "O", "C", "H", "H", "H", "H", "H", "H", "H", "H", "H", "H", "H", "H", "H", "H", "H", "C", "O", "C", "C", "N", "C", "C", "O", "C", "H", "H", "H", "H", "H", "H", "H", "H", "H", "H", "H", "H", "H", "H", "H"], "positions_angstrom": [[-0.839, -4.576, -0.337], [-0.735, -2.317, -0.346], [0.348, -1.145, -0.114], [0.227, -0.394, 1.089], [0.791, -0.538, -1.320], [1.604, -2.083, 0.236], [-2.028, -1.305, -0.673], [-2.124, -0.620, -1.901], [-2.656, -0.760, 0.474], [-3.026, -2.550, -0.913], [0.989, -5.613, -1.086], [1.563, -7.114, -1.137], [2.806, -7.334, -0.489], [1.145, -7.930, -2.224], [0.485, -7.678, 0.003], [1.872, -4.974, -2.349], [1.409, -5.395, -3.616], [3.252, -4.796, -2.087], [1.248, -3.520, -2.219], [0.545, -4.321, 4.053], [0.863, -4.387, 2.576], [0.051, -5.287, 1.829], [1.306, -5.310, 4.720], [-0.538, -4.508, 4.139], [0.733, -3.295, 4.388], [1.902, -4.748, 2.556], [0.881, -3.421, 2.085], [0.230, -6.193, 2.110], [1.151, -5.263, 5.668], [-2.788, 2.641, 1.851], [-3.666, 2.713, 0.768], [-3.033, 2.442, -0.444], [-4.015, 2.551, -1.575], [-4.414, 3.935, -1.834], [-5.372, 4.033, -2.910], [-5.885, 5.458, -3.052], [-6.879, 5.694, -2.060], [-7.315, 7.005, -2.110], [-2.519, 1.605, 2.112], [-3.191, 3.108, 2.749], [-1.839, 3.149, 1.609], [-2.546, 1.470, -0.527], [-2.297, 3.249, -0.591], [-4.922, 1.961, -1.352], [-3.583, 2.174, -2.505], [-4.771, 4.369, -0.990], [-6.241, 3.387, -2.701], [-4.876, 3.754, -3.841], [-6.349, 5.477, -4.050], [-5.046, 6.146, -2.902], [-6.499, 7.688, -1.833], [-8.102, 7.177, -1.379], [-7.674, 7.277, -3.108], [6.160, -2.951, -8.569], [5.560, -2.889, -7.314], [5.793, -1.675, -6.663], [4.685, -1.393, -5.686], [3.420, -1.482, -6.368], [2.296, -1.468, -5.433], [0.969, -1.379, -6.108], [0.650, -2.715, -6.446], [-0.445, -2.914, -7.304], [5.990, -3.965, -8.923], [7.240, -2.768, -8.501], [5.748, -2.232, -9.286], [5.832, -0.864, -7.399], [6.710, -1.680, -6.058], [4.847, -0.358, -5.362], [4.703, -2.047, -4.801], [3.415, -2.328, -6.927], [2.436, -0.579, -4.806], [2.373, -2.327, -4.757], [0.987, -0.759, -7.017], [0.196, -0.928, -5.465], [-0.672, -3.974, -7.408], [-0.203, -2.468, -8.274], [-1.337, -2.459, -6.842], [-2.870, -0.373, 4.467], [-1.714, -0.921, 5.028], [-0.481, -0.361, 4.585], [-0.327, 1.085, 4.936], [-0.190, 1.283, 6.382], [-0.235, 2.703, 6.700], [0.056, 2.941, 8.169], [-0.670, 2.016, 8.918], [-0.740, 2.308, 10.262], [-2.863, -0.182, 3.378], [-3.069, 0.657, 4.816], [-3.695, -1.024, 4.740], [-0.326, -0.509, 3.507], [0.263, -0.963, 5.113], [-1.204, 1.628, 4.539], [0.585, 1.449, 4.455], [-1.018, 0.845, 6.782], [-1.233, 3.124, 6.490], [0.497, 3.237, 6.092], [-0.295, 3.961, 8.405], [1.122, 2.924, 8.426], [-1.025, 3.356, 10.430], [0.217, 2.216, 10.806], [-1.410, 1.589, 10.723], [-2.739, -3.214, 2.297], [-2.526, -4.261, 1.372], [-3.670, -5.058, 1.141], [-3.251, -6.345, 0.488], [-2.494, -6.235, -0.792], [-3.410, -5.849, -1.916], [-2.737, -5.286, -3.156], [-1.873, -4.243, -2.910], [-1.613, -3.522, -4.132], [-3.005, -3.458, 3.329], [-3.513, -2.529, 1.925], [-1.831, -2.608, 2.283], [-4.407, -4.499, 0.539], [-4.229, -5.209, 2.071], [-4.121, -7.020, 0.401], [-2.714, -6.951, 1.229], [-2.340, -7.226, -0.981], [-4.142, -5.127, -1.545], [-3.994, -6.708, -2.263], [-3.500, -5.076, -3.910], [-2.118, -6.076, -3.614], [-1.203, -4.245, -4.841], [-0.926, -2.718, -3.912], [-2.509, -3.063, -4.566], [3.748, -1.106, 3.292], [4.862, -0.882, 2.516], [5.693, 0.120, 3.035], [6.862, 0.315, 2.081], [7.678, 1.417, 2.569], [8.708, 1.850, 1.634], [8.182, 2.754, 0.554], [7.855, 1.961, -0.563], [7.691, 2.755, -1.717], [4.003, -1.294, 4.352], [3.159, -1.939, 2.926], [3.093, -0.221, 3.353], [6.040, -0.130, 4.052], [5.174, 1.090, 3.076], [6.390, 0.529, 1.123], [7.450, -0.615, 2.048], [8.014, 1.153, 3.484], [9.089, 0.931, 1.162], [9.559, 2.276, 2.162], [8.915, 3.546, 0.334], [7.262, 3.283, 0.840], [7.497, 2.170, -2.600], [8.619, 3.339, -1.838], [6.917, 3.520, -1.578], [-6.109, 1.767, 4.352], [-6.436, 1.569, 2.991], [-7.404, 0.582, 2.844], [-7.544, 0.277, 1.372], [-6.282, -0.191, 0.833], [-6.312, -0.368, -0.617], [-7.233, -1.445, -1.159], [-6.895, -1.678, -2.490], [-7.523, -2.792, -3.054], [-5.359, 2.553, 4.408], [-5.689, 0.838, 4.739], [-7.015, 2.127, 4.849], [-8.363, 1.029, 3.165], [-7.249, -0.316, 3.454], [-7.918, 1.213, 0.913], [-8.331, -0.462, 1.208], [-5.570, 0.491, 1.080], [-5.276, -0.509, -0.915], [-6.701, 0.554, -1.092], [-8.264, -1.074, -1.048], [-7.153, -2.375, -0.569], [-8.593, -2.602, -3.234], [-7.454, -3.663, -2.389], [-7.079, -2.975, -4.029], [7.393, 8.758, 0.508], [6.391, 7.828, 0.270], [6.360, 7.436, -1.093], [5.080, 6.673, -1.405], [5.268, 5.250, -1.153], [4.011, 4.561, -1.525], [3.795, 3.235, -0.826], [3.064, 3.478, 0.359], [2.586, 2.316, 1.002], [7.283, 9.212, 1.492], [7.371, 9.590, -0.210], [8.389, 8.295, 0.465], [7.196, 6.753, -1.306], [6.451, 8.323, -1.733], [4.907, 6.823, -2.476], [4.238, 7.147, -0.880], [5.480, 5.139, -0.163], [4.087, 4.295, -2.589], [3.147, 5.231, -1.457], [4.745, 2.733, -0.603], [3.159, 2.632, -1.493], [2.270, 2.537, 2.018], [3.384, 1.560, 1.040], [1.746, 1.877, 0.446]], "forces_ev_per_a": [[-0.0620, -0.2745, -0.3819], [-1.0383, 2.8645, -0.2530], [5.2380, -0.9866, 0.4592], [-0.9418, 0.1468, -0.1476], [-0.8665, 0.4330, 0.0156], [-0.7617, -0.2616, -0.0080], [-4.2107, -3.4226, -0.0513], [1.2485, 0.4219, -0.5212], [0.8663, 0.9351, 0.7704], [0.2596, -0.2044, -0.2510], [2.1761, -0.0763, -1.9136], [-2.3436, -3.7279, 3.3171], [0.1136, 0.6435, -0.5474], [0.5274, 0.7411, -0.6160], [0.4011, 0.7096, -0.2053], [-0.7332, 2.9722, -0.5259], [-0.0200, -0.5772, -0.2542], [-0.0830, -0.5073, 0.2680], [-0.0086, -0.0458, 0.2551], [-1.0463, 0.2912, -0.4714], [1.5804, -0.4786, 0.4520], [-0.2457, -0.0667, 0.1773], [-0.0011, 0.0615, -0.0804], [0.1624, 0.0771, 0.2882], [0.1983, -0.1743, 0.2744], [-0.0335, 0.1160, -0.3144], [-0.4575, 0.1040, -0.0288], [0.1101, 0.0518, -0.1953], [-0.0588, 0.0435, -0.0190], [1.0252, -0.2210, 0.2765], [-0.8695, -0.3201, 0.6970], [0.5295, 0.7614, -1.0994], [-0.9238, 0.5659, -0.1495], [0.6838, 0.0121, 0.2106], [-0.1731, 0.4643, 0.7404], [-0.2951, -1.1089, 0.1325], [0.3551, -0.7949, -0.1491], [0.1042, 1.0591, 0.2214], [-0.1247, 0.0662, -0.2039], [-0.3859, 0.1010, -0.2163], [-0.1363, 0.0162, 0.0742], [0.0314, -0.0072, 0.5507], [0.2980, -0.3289, -0.1623], [0.2795, -0.2543, -0.0056], [0.1245, -0.1780, 0.1469], [-0.1254, -0.1571, -0.0154], [-0.0088, -0.0712, -0.4663], [-0.1203, -0.2041, -0.0526], [0.1516, 0.7102, 0.0874], [-0.1381, 0.1615, -0.4156], [-0.0017, 0.0895, -0.1826], [-0.1632, -0.2832, -0.0221], [-0.0795, 0.0418, -0.0247], [0.4685, -0.3672, -0.3156], [-0.2049, -0.1619, 0.2531], [0.1120, 0.3891, 0.6681], [-0.3167, 0.2386, -0.1771], [-0.6625, 0.1765, -0.2854], [1.1621, 0.9385, 0.2730], [-0.6885, -0.3849, -0.4143], [-0.0232, -0.9435, 0.0503], [-0.0539, 0.8090, 0.4590], [0.0812, 0.0108, -0.2351], [0.0112, -0.0788, -0.0370], [-0.1612, 0.0284, 0.1150], [0.0475, 0.0381, 0.0365], [0.3088, -0.1412, -0.4514], [-0.1054, -0.0901, 0.2812], [0.3230, -0.0571, -0.0445], [-0.0899, -0.0379, 0.1302], [-0.0754, -0.0213, -0.0189], [-0.4962, -0.1025, 0.0636], [0.3338, -0.0171, 0.0798], [0.0536, -0.2493, 0.1518], [0.4128, -0.0862, -0.0050], [-0.4491, -0.0461, -0.0975], [-0.0269, 0.1614, -0.4460], [-0.4178, 1.2094, -0.3614], [0.1951, -0.2503, -0.2067], [0.1197, -0.6835, 0.0436], [0.1824, 0.2680, 0.3120], [-0.3264, -0.1120, -0.6932], [-0.1704, -0.2249, 0.3074], [0.0128, 0.8223, -0.0784], [-0.2065, -0.5149, -0.5973], [0.5472, 0.3645, 1.1459], [0.3615, -0.8154, 0.0065], [-0.1079, -0.3405, 0.4909], [-0.1278, 0.0426, -0.0520], [-0.2891, 0.0496, 0.0291], [0.1373, 0.1850, -0.0321], [0.3169, 0.1841, -0.1592], [-0.1418, 0.1497, -0.1330], [0.3141, -0.0021, 0.3679], [0.1255, 0.0526, -0.1242], [-0.0057, 0.0015, -0.0096], [0.0883, -0.0566, 0.0593], [0.0492, -0.3095, -0.1512], [-0.4774, -0.1511, 0.0447], [0.1169, -0.1764, -0.3891], [-0.3146, 0.2042, 0.0598], [-0.0226, 1.7743, -0.4224], [-0.3849, -0.6669, 0.5132], [-0.7523, 0.7849, -0.3607], [-0.6833, -1.1686, 0.8979], [-1.3138, -0.3637, 0.0776], [-0.4616, 0.7024, 0.0271], [0.5591, -1.9718, -0.3347], [-0.1532, 1.6542, 0.1433], [0.1390, -0.3557, 0.2455], [0.2168, -0.8019, -0.1604], [-0.0413, -0.2490, -0.0071], [0.0411, -0.1498, 0.2490], [0.3560, 0.0358, -0.2164], [0.3962, -0.4890, 0.1229], [-0.2292, 0.5929, -0.5623], [0.8171, 0.4623, -0.3195], [1.2356, 0.3772, -0.0788], [0.1989, 0.1006, 0.0869], [0.1005, -0.1054, 0.2186], [-0.2114, 0.3883, 0.1965], [-0.2101, -0.2638, 0.0012], [0.2593, 0.2918, -0.1101], [0.3658, -0.0820, 0.0649], [-0.2194, -0.2396, 0.3328], [-0.8814, 0.4751, 1.3835], [0.4700, -0.2775, -0.4917], [0.2791, 0.5129, -0.1699], [-0.2922, -0.2259, 0.7274], [-0.6908, 0.3828, 0.1215], [0.0397, -1.2852, 0.5788], [-0.4542, 0.3886, -0.0449], [0.1440, -0.3365, -0.5982], [0.5005, 1.1905, 0.5768], [0.1519, -0.2450, -0.2132], [0.1292, -0.1512, -0.2979], [-0.0124, 0.0018, -0.3119], [-0.0997, -0.0544, -0.0590], [-0.1480, -0.1488, 0.1947], [0.5005, 0.0486, -0.2428], [-0.1636, -0.0183, -0.4409], [0.4251, 0.2091, -0.1028], [0.2826, 0.3439, -0.3727], [-0.2010, 0.2836, 0.1665], [0.0961, -0.2594, -0.3961], [0.1542, -0.0098, 0.4718], [-0.0545, -0.4425, -0.0496], [-0.0217, -0.1545, -0.4148], [-0.2030, -0.2364, -0.0971], [-0.1073, 0.3205, -0.7209], [1.0037, 0.0211, 0.0442], [-1.5033, 0.2379, -0.1999], [-0.0344, 0.2475, 0.0749], [-0.4749, -0.4548, -0.1379], [0.0221, 1.1095, 0.0806], [-0.0261, -0.2498, 1.1300], [0.4126, 0.1356, -0.3992], [-0.7285, 0.1419, -0.0174], [0.0724, 0.0100, -0.0576], [-0.2162, 0.0372, 0.5046], [0.1307, -0.3143, 0.5351], [-0.0562, -0.3265, 0.1436], [0.4475, 0.0219, -0.0508], [0.2610, -0.1178, -0.2354], [0.0688, -0.1225, 0.1707], [0.0301, -0.0881, -0.1579], [-0.0384, -0.2383, -0.3716], [0.4393, 0.0082, -0.0719], [-0.0679, -0.2633, -0.2211], [0.0587, 0.0699, -0.0392], [0.0682, -0.0171, 0.1350], [0.1584, -0.0744, -0.1827], [0.2172, -0.1496, 0.0761], [0.8115, 0.5279, 0.1736], [-0.5855, -0.1660, -0.1959], [-0.1172, -0.1891, 0.0713], [1.0263, 0.5580, -0.2928], [-1.1145, 0.2903, 0.1426], [1.0066, -0.4927, -0.5746], [-1.0415, 0.3862, 0.0791], [0.0027, 0.3687, 0.7098], [0.3829, -0.5278, -0.6019], [-0.2168, -0.2715, 0.1129], [-0.0415, -0.1293, -0.1063], [-0.0026, 0.0443, -0.0699], [0.0915, 0.2249, -0.0602], [-0.0310, -0.0246, 0.0770], [-0.1324, -0.2290, 0.0007], [0.0084, -0.2101, 0.1131], [-0.3184, -0.1261, -0.0421], [0.1325, 0.2836, 0.0148], [-0.1314, -0.2666, 0.3979], [-0.0561, -0.1001, -0.1618], [0.3423, -0.2728, 0.0990], [0.0058, 0.2809, -0.0267], [-0.0961, -0.0430, 0.1368], [0.0353, 0.0587, 0.0724]], "multiplicity": 1, "largest_force_ha_per_bohr": 0.1072, "e_lumo_ev": -1.307, "e_above_lowest_kj_mol": 207.4, "homo_energy_ev": -8.3, "gap_ha": 0.2567}